# 1
27
Properties=species:S:1:pos:R:3:mulliken_charge:R:1 method="wB97M-V/def2-TZVPD" lumo_ev="-7.930 / -9.585" total_energy_ev=-28793.149 spin_multiplicity=3 homo_ha="-0.513 / -0.552" charge=+2 s_squared=2.025 orbital_gap_ev="6.033 / 5.440"
N 1.4614 -1.7680 2.1024 -0.479
C -5.7923 0.5302 1.0130 0.625
H -3.8715 -0.9265 -0.9250 0.296
H 0.5543 -2.0097 2.4355 0.263
H 2.2775 2.0546 -1.8866 0.232
H 1.4928 3.5287 -1.6342 0.174
C 1.3732 2.2083 -0.0780 -0.151
H 2.4507 0.9196 0.7941 0.265
C -2.9618 -1.6685 -1.0828 0.218
N -3.5269 -2.8262 -1.1079 -0.207
N 2.5878 0.0312 1.1689 -0.183
H -4.5314 -2.9355 -0.9265 0.296
C 0.3453 -0.1421 0.8581 -0.419
H 0.8624 2.9081 1.7738 0.254
O -4.8868 -0.0132 0.4931 -0.458
H 3.5273 -0.3413 1.5282 0.294
H -0.9780 -2.1827 -1.2720 0.412
O -6.6352 1.0627 1.5193 -0.233
C 1.4759 -0.5911 1.3938 1.088
N 1.6697 2.6252 -1.3136 -0.358
S -1.1761 -0.0789 0.4664 -0.120
H -3.0149 -3.6942 -1.0627 0.264
H 2.1690 -1.7890 2.8602 0.310
C -1.6232 -1.2586 -1.1550 -0.620
H 0.6462 4.1455 0.4596 0.216
H -1.5074 -0.4705 -2.0487 0.358
N 0.8989 3.1310 0.7613 -0.337

***

# 2
25
Properties=species:S:1:pos:R:3:mulliken_charge:R:1 method="wB97M-V/def2-TZVPD" lumo_ev=-7.853 total_energy_ev=-24699.729 spin_multiplicity=1 homo_ha=-0.660 charge=+2 smiles="[NH2+]=C1N=S2(=NC(=[NH2+])N1)CCCC2" orbital_gap_ev=10.093
C 1.6985 -0.2804 1.4272 -0.704
H 0.9405 0.1648 -2.1721 0.444
H -1.4987 3.2737 0.4525 0.313
S 0.3427 -0.1486 0.0779 0.880
H -2.7173 -2.9381 -0.1500 0.282
N -0.9926 -1.4554 -0.0561 -0.634
H 3.8224 0.2456 1.1434 0.354
N -3.0986 -1.9834 -0.1718 -0.374
H -3.0522 3.1155 -0.0612 0.231
N -0.4357 1.2410 0.1701 -0.663
H 1.6209 0.6264 2.0808 0.406
C 3.0111 -0.3381 0.6391 -0.568
C -2.1942 -0.9956 -0.0851 0.736
C -1.7636 1.3347 0.1088 0.616
H -4.0166 -1.8284 -0.5608 0.233
H 3.2723 -1.4390 0.7197 0.308
H 3.0756 1.2635 -0.8071 0.382
N -2.6758 0.2845 -0.0281 -0.122
H 3.4850 -0.4003 -1.3487 0.298
H -3.6330 0.2673 -0.1322 0.162
C 2.7449 0.2296 -0.7755 -0.528
N -2.2312 2.5627 0.1571 -0.320
H 1.4753 -1.1591 2.0170 0.429
C 1.4323 -0.2677 -1.2805 -0.634
H 1.3881 -1.3750 -1.3645 0.473

***

# 3
21
Properties=species:S:1:pos:R:3:mulliken_charge:R:1 method="wB97M-V/def2-TZVPD" lumo_ev="3.956 / 3.912" total_energy_ev=-9968.100 spin_multiplicity=2 homo_ha="0.045 / -0.203" charge=-1 s_squared=0.750 orbital_gap_ev="2.727 / 9.433"
H 1.5094 0.9019 0.2725 0.159
H 1.4403 -0.4074 -0.9583 0.278
H -0.7771 2.8452 1.7250 0.382
H -0.1275 -0.7373 -2.9274 0.602
H 1.2224 -1.9381 -3.0654 0.610
H -0.2866 -2.3962 -2.5231 0.457
H -2.0954 1.6962 1.9310 0.339
H 0.3942 2.0177 -0.5064 0.399
C 0.9099 -1.3388 -1.0357 -0.423
C -1.0330 1.8449 2.0911 -1.461
C -0.7651 -0.2155 0.8434 -0.544
H 1.2539 2.5740 0.9524 1.017
C -0.2502 -1.3677 0.0173 -0.411
C 0.8249 1.7130 0.4560 -2.491
H -0.7473 1.7479 3.1500 0.384
O -1.8441 -0.4488 1.4279 -0.419
C 0.4177 -1.5452 -2.4425 -1.949
H -1.0931 -1.5801 -0.6625 0.085
N -0.1664 0.9629 1.2959 1.541
H -0.3915 -2.1839 0.7294 0.259
H 1.6045 -2.1449 -0.7706 0.185

***

# 4
21
Properties=species:S:1:pos:R:3:mulliken_charge:R:1 method="wB97M-V/def2-TZVPD" lumo_ev="4.084 / 3.904" total_energy_ev=-9968.650 spin_multiplicity=2 homo_ha="0.001 / -0.098" charge=-1 s_squared=0.763 orbital_gap_ev="4.052 / 6.562"
H 1.8706 -1.9163 2.3262 0.288
H 1.8191 -2.0063 0.5842 0.291
C -1.1027 0.6458 -2.3807 -0.956
H -1.8194 1.6999 1.4536 0.206
H -0.5481 0.8841 2.0956 0.223
H 2.6466 0.2518 -1.2753 0.308
H -0.1840 -0.9443 2.3957 0.235
H -0.9251 -0.4143 -2.5485 0.203
H -0.8732 -2.3225 1.6493 0.223
H 1.4415 1.0412 -0.7075 0.412
C 1.2580 -2.2646 1.4831 -1.175
H -1.1002 2.3166 -1.0023 0.343
H -1.0919 1.2463 -3.2739 0.249
N -0.8737 1.3884 1.2825 -0.635
C -0.3881 -0.7733 0.2147 -0.438
C -0.1243 -1.5296 1.4841 -0.352
C -0.7920 0.5482 0.0983 0.160
O 2.2316 1.1150 -1.2651 -0.780
H -0.2184 -1.3624 -0.6796 0.264
C -0.9966 1.2488 -1.1333 -0.379
H 1.1573 -3.3494 1.5422 0.311

***

# 5
21
Properties=species:S:1:pos:R:3:mulliken_charge:R:1 method="wB97M-V/def2-TZVPD" lumo_ev=0.912 total_energy_ev=-9971.007 spin_multiplicity=1 homo_ha=-0.351 smiles="CC[C@H](C)NC(C)=O" orbital_gap_ev=10.465
H -2.4063 0.9565 -2.7109 0.301
H 0.6640 2.0494 0.0298 0.424
H -1.4112 -1.4442 -1.2122 0.350
H -0.5678 -0.4969 -2.4481 0.346
C -2.5328 0.2064 -1.9362 -1.243
C 0.1375 1.6161 -0.8090 -1.427
H -0.6418 2.3610 -0.9938 0.363
H 1.4588 -2.3907 1.8047 0.347
H 2.1781 -1.3116 2.9849 0.330
N 0.4094 -0.6290 0.2742 -0.234
O 0.9724 0.7610 1.9676 -0.627
C 1.0693 -0.3193 1.4174 0.662
C 1.9440 -1.4255 1.9338 -1.142
H 2.8650 -1.4033 1.3722 0.268
H -2.9642 0.6760 -1.0605 0.338
C -1.1852 -0.4280 -1.5550 -0.518
H -1.2787 0.5470 0.3231 0.123
H 0.5198 -1.5196 -0.1820 0.264
C -0.4999 0.3077 -0.3990 0.382
H 0.8400 1.6161 -1.6396 0.321
H -3.2051 -0.5540 -2.2970 0.374

***

# 6
21
Properties=species:S:1:pos:R:3:mulliken_charge:R:1 method="wB97M-V/def2-TZVPD" lumo_ev=0.888 total_energy_ev=-9966.336 spin_multiplicity=1 homo_ha=-0.278 smiles="C=C(C)[C@@H](C)N(C)O" orbital_gap_ev=8.465
H -1.7940 -1.3685 2.2129 0.294
C 0.5380 0.6207 -0.9688 0.185
H 2.1259 -0.1636 1.3094 0.324
H 2.5576 -1.1912 -0.0619 0.426
H 0.1587 -1.4624 -0.6599 0.278
H -1.8248 -1.9456 0.5325 0.287
H 1.5270 2.2103 -1.9444 0.288
N -0.5762 -0.3147 0.9039 0.284
H -2.0116 1.1407 -0.6081 0.265
C -1.2214 0.8857 -1.3141 -0.963
H 1.6203 -1.8636 1.2871 0.384
H -2.6464 -0.4196 0.9839 0.267
O -0.4084 0.8446 1.7136 -0.466
C 0.4846 -0.5967 -0.0693 0.330
H -1.4835 0.0111 -1.9077 0.293
C -1.7774 -1.0550 1.1639 -0.961
C 1.6157 1.3190 -1.3266 -0.911
C 1.7715 -0.9732 0.6669 -1.684
H -1.1634 1.7455 -1.9782 0.403
H 2.6224 1.0666 -0.9905 0.275
H -0.1146 1.5098 1.0554 0.402